A structure of composition C3H8O6, computed with wB97M-V/def2-TZVPD.

Each line ends with the Mulliken charge.
Element x y z (Å)
H: 0.85 -4.30 0.45  0.30
H: -0.80 -2.58 0.53  0.26
H: 0.72 -2.19 1.61  0.26
O: -1.70 2.86 0.00  0.15
C: 0.69 -1.28 -0.40  -0.43
C: 0.31 -2.42 0.58  -0.29
H: -0.06 1.04 -1.55  0.59
O: 1.00 -3.51 -0.07  -0.50
O: -2.10 4.01 1.04  -0.36
O: 1.04 2.09 -0.15  -0.49
H: 1.60 1.45 -0.69  0.38
H: 1.80 -1.19 -0.50  0.32
C: 0.43 1.00 -0.58  -0.44
H: 0.21 -1.42 -1.37  0.31
H: -2.30 4.71 0.39  0.33
O: 0.24 -0.03 0.19  -0.23
O: -1.92 1.76 0.51  -0.15

HOMO energy (alpha / beta), eV: -10.69 / -6.78
Spin multiplicity: 1

---

A structure of composition C3H8OS, computed with wB97M-V/def2-TZVPD.

Each line ends with the Mulliken charge.
Element x y z (Å)
H: 1.07 0.12 1.80  0.22
H: -2.31 -0.55 -0.95  0.33
C: -1.46 0.03 -0.45  -1.11
O: -0.41 -1.78 0.86  -0.49
C: 1.21 0.38 0.68  -0.92
H: 1.25 1.35 0.28  0.36
H: -1.28 0.78 -1.23  0.35
C: -0.22 -0.75 -0.10  0.48
H: 1.19 -2.32 -0.98  0.13
H: -0.07 -1.44 1.75  0.34
S: 0.57 -1.35 -1.61  -0.27
H: -1.67 0.51 0.54  0.25
H: 2.28 0.17 0.51  0.33

HOMO energy, eV: -8.57
Spin multiplicity: 1

---

A cluster of 2 separate species, C3H8OS in total, computed with wB97M-V/def2-TZVPD.

Each line ends with the Mulliken charge.
Element x y z (Å)
H: -0.29 3.28 -1.66  0.24
H: -0.96 -3.15 1.35  0.28
H: -0.24 0.24 -0.63  0.26
C: -1.17 -2.28 0.71  -0.73
C: 0.51 -0.23 0.00  -0.89
H: 0.82 2.48 -0.44  0.25
H: 1.00 -0.98 -0.61  0.35
H: 1.27 0.47 0.35  0.32
H: -0.71 -2.49 -0.24  0.26
C: 0.53 2.55 -1.49  -0.09
S: -0.35 -0.81 1.51  -0.11
H: -2.22 -2.05 0.82  0.25
O: 0.99 1.90 -2.38  -0.38

HOMO energy, eV: -8.51
Structure (SMILES): C=O.CSC
Spin multiplicity: 1

---

A cluster of 2 separate species, C3H8OS in total, computed with wB97M-V/def2-TZVPD.

Each line ends with the Mulliken charge.
Element x y z (Å)
C: -0.10 1.31 1.53  -0.88
O: 1.79 -1.26 0.15  -0.58
H: 0.24 0.63 2.26  0.37
H: -0.55 2.06 -1.12  0.07
C: 0.63 1.14 0.26  -0.36
H: 0.27 2.35 1.79  0.26
H: -1.14 1.53 1.85  0.33
H: 1.18 -0.17 -1.71  0.18
H: -1.23 -1.02 -1.74  0.30
H: -0.02 -2.40 -1.58  0.31
S: 0.74 -0.44 -0.41  0.50
H: -1.17 -2.12 -0.24  0.33
C: -0.65 -1.61 -1.04  -0.83

HOMO energy (alpha / beta), eV: -8.40 / -8.40
Spin multiplicity: 1

---

A cluster of 2 separate species, C3H8OS2 in total, computed with wB97M-V/def2-TZVPD.

Each line ends with the Mulliken charge.
Element x y z (Å)
O: -0.98 0.80 2.34  -0.50
C: -0.61 -0.36 2.35  -0.26
H: 0.77 -1.58 -2.52  0.28
H: 0.27 -0.69 2.95  0.31
H: -1.14 -1.14 1.76  0.31
H: 0.57 1.82 -0.76  0.28
C: 0.65 1.46 0.28  -0.76
H: 1.48 2.00 0.77  0.32
S: -0.58 -1.14 -0.54  -0.01
H: -0.29 1.68 0.81  0.37
H: -0.06 0.00 -2.63  0.25
S: 1.05 -0.30 0.34  -0.10
H: -0.98 -1.51 -2.86  0.30
C: -0.16 -1.04 -2.29  -0.78

HOMO energy, eV: -9.22
Structure (SMILES): CSSC.C=O
Spin multiplicity: 1

---

A cluster of 2 separate species, C3H8OS2 in total, computed with wB97M-V/def2-TZVPD.

Each line ends with the Mulliken charge.
Element x y z (Å)
S: 2.43 -0.77 -1.65  -0.21
H: -3.54 -1.10 0.01  0.33
C: -1.63 -0.03 -0.04  0.49
H: -2.33 -1.56 -1.24  0.21
O: -1.54 0.53 1.21  -0.49
C: -2.58 -0.93 -0.37  -0.93
H: 2.50 1.45 1.50  0.27
S: 2.04 1.09 -0.86  -0.08
H: -0.70 0.04 -0.74  0.10
H: 2.71 -0.40 -3.01  0.17
H: 2.30 -0.35 1.29  0.31
H: -2.43 0.69 1.54  0.32
H: 0.87 0.69 1.35  0.17
C: 1.90 0.66 0.99  -0.66

HOMO energy, eV: -8.07
Structure (SMILES): C=CO.CSS
Spin multiplicity: 1

---

What energy above the lowest of the compared OMol25 structures with the same formula, charge and spin values result from the calculations? In sequence: 1126.3, 219.0, 122.7, 755.0, 98.3, 183.7 kJ/mol.
What DFT total energy values result from the calculations? In sequence: -570.15014, -592.43464, -592.47131, -592.23050, -990.67315, -990.64062 Eh.